# 1
The following is a quantum chemistry calculation of the molecule C5H13N, from OMol25.

Structure (XYZ):
```
19
Properties=species:S:1:pos:R:3:forces:R:3:mulliken_charge:R:1
C -2.1720 -0.4368 -0.6648 0.1 -1.1 -0.5 -1.191
C -0.9328 0.4558 -0.5653 -1.2 -0.6 1.6 -0.192
C 0.2695 -0.2731 0.0314 1.6 -0.3 -2.7 0.237
C 0.9578 -1.0985 -1.1278 -0.7 0.8 1.4 -1.693
N 1.2643 0.7032 0.4597 -0.2 0.0 0.9 -0.339
C 1.1538 1.1296 1.8618 0.1 1.5 -1.0 -0.938
H -2.1104 -1.1044 -1.5348 -0.1 0.3 -0.1 0.291
H -3.1063 0.1163 -0.7164 0.0 0.1 -0.1 0.354
H -2.2737 -1.1665 0.1455 0.1 0.4 0.4 0.331
H -0.7279 0.8735 -1.5466 0.3 0.3 0.1 0.270
H -1.2158 1.2366 0.1478 0.3 0.4 -0.3 0.262
H 0.0211 -1.0408 0.7613 -0.4 0.3 0.6 0.228
H 1.2817 -0.4011 -1.8940 0.2 0.0 -0.2 0.412
H 1.8036 -1.5950 -0.6544 0.1 -0.3 -0.4 0.428
H 0.2300 -1.7950 -1.5317 0.2 -0.3 -0.1 0.400
H 2.2114 0.4405 0.2409 0.0 -0.3 -0.1 0.241
H 1.9211 0.7540 2.5382 -0.3 -0.7 0.1 0.277
H 0.1203 0.9819 2.1572 0.1 -0.3 0.6 0.326
H 1.3043 2.2200 1.8920 -0.1 -0.1 0.1 0.294
```
Forces are in eV/Å.

Results
SMILES	CC[C@@H](C)NC
spin multiplicity	1
total charge	0
total energy	-6885.3746	eV
E_HOMO	-8.6	eV

---

# 2
The following is a quantum chemistry calculation of the molecule C5H13N, from OMol25.

Structure (XYZ):
```
19
Properties=species:S:1:pos:R:3:forces:R:3:mulliken_charge:R:1
C -1.7792 0.3441 -1.4195 -0.2 2.9 -4.3 -1.067
C -1.5418 -0.3902 -0.1751 0.9 -1.9 1.7 -0.242
C -0.1035 -0.9956 0.0856 -1.0 0.5 -0.7 -0.627
N 0.6972 0.1712 0.3507 3.2 -0.5 1.3 0.118
C 0.8962 0.1273 1.7474 1.6 2.8 3.7 -1.136
C 1.9334 0.4285 -0.4263 -0.6 -2.1 -1.0 -1.057
H -0.9438 1.0215 -1.9586 -1.2 -1.3 2.2 0.205
H -2.0784 -0.1437 -2.3821 0.0 -0.7 1.1 0.327
H -2.6338 1.0500 -1.2506 0.7 -0.4 -0.2 0.285
H -2.1343 -1.3170 -0.0362 -0.7 0.8 -0.4 0.328
H -1.8031 0.3627 0.6352 0.6 -1.4 -0.4 0.153
H 0.3734 -1.5417 -0.8003 -1.2 0.2 1.2 0.402
H -0.1923 -1.5712 1.0752 0.3 0.0 -1.9 0.328
H 0.0249 0.5975 2.1563 -1.8 -1.5 0.9 0.346
H 1.3634 1.0904 2.1563 1.2 -1.2 -1.0 0.337
H 1.3635 -0.7845 2.3950 -1.2 1.8 -1.9 0.304
H 1.9999 1.4612 -0.5647 0.3 1.8 0.0 0.370
H 3.0196 0.0527 -0.2198 -2.1 -0.1 0.3 0.260
H 1.5388 0.0367 -1.3685 1.2 0.1 -0.6 0.365
```
Forces are in eV/Å.

Results
SMILES	CCCN(C)C
spin multiplicity	1
total charge	0
total energy	-6882.7482	eV
E_HOMO	-8.4	eV

---

# 3
The following is a quantum chemistry calculation of the molecule C5H13N, from OMol25.

Structure (XYZ):
```
19
Properties=species:S:1:pos:R:3:forces:R:3:mulliken_charge:R:1
C 2.5208 -0.0946 -0.3267 1.9 -7.0 0.5 -1.395
C 1.2831 -0.5738 0.3105 -2.1 15.3 1.3 -1.028
N -0.0185 -0.0233 -0.1940 4.3 0.9 -1.4 0.014
C -0.0825 1.3598 0.1225 -16.7 -10.6 0.3 -1.838
C -1.0734 -0.8874 -0.0009 -2.3 2.5 5.5 -0.065
C -2.4352 -0.1830 -0.1834 0.9 -4.2 -1.4 -1.924
H 3.3847 -0.8544 0.2081 -1.9 2.6 -1.5 0.266
H 2.6962 0.8459 -0.2637 1.7 6.2 1.1 0.531
H 2.5570 -0.2921 -1.3783 -0.1 -0.6 -0.7 0.327
H 1.2863 -1.3886 0.0801 -0.5 -16.9 -3.5 0.866
H 1.3002 -0.3767 1.3202 0.2 0.0 2.7 0.433
H 0.5522 1.8558 -0.0819 15.0 10.9 -5.2 0.669
H -1.0640 1.7977 -0.2552 1.4 -0.2 -0.8 0.336
H -0.3775 1.5093 1.0326 -0.7 0.7 6.5 0.739
H -1.1056 -1.5468 -0.7649 0.4 -3.3 -1.6 0.293
H -1.0162 -1.3183 1.2281 -0.4 0.4 -3.3 0.247
H -2.4873 0.4662 -1.0084 0.2 -0.7 -3.2 0.565
H -2.6978 0.6426 0.2659 -1.1 3.6 5.1 0.665
H -3.2225 -0.9385 -0.1107 -0.1 0.4 -0.4 0.298
```
Forces are in eV/Å.

Results
SMILES	CCN(C)CC
spin multiplicity	1
total charge	0
total energy	-6878.2666	eV
E_HOMO	-8.0	eV

---

# 4
The following is a quantum chemistry calculation of the molecule C5H13N, from OMol25.

Structure (XYZ):
```
19
Properties=species:S:1:pos:R:3:forces:R:3:mulliken_charge:R:1
C 0.6771 -1.8091 -0.7687 -0.4 -1.5 -0.5 -1.270
C 0.5172 -0.6958 0.1976 -0.3 3.7 -1.6 0.462
C 1.7391 0.3418 0.1564 -2.5 0.5 -0.4 -1.329
C -0.8448 0.0224 0.0888 -2.2 2.2 -0.8 -0.040
C -1.2403 0.9076 1.3114 -0.7 -0.9 1.9 -1.206
N -1.0291 1.0573 -0.9933 2.6 0.1 -2.1 -0.703
H 0.4560 -1.4469 -1.8497 0.6 -0.9 1.8 0.236
H 1.7187 -2.1289 -0.5878 -0.3 -0.2 -1.0 0.423
H 0.0293 -2.7255 -0.4885 0.8 1.5 -0.7 0.316
H 0.5414 -0.9229 1.1909 0.0 -1.8 2.6 0.333
H 2.3534 0.0553 0.9685 0.7 0.3 1.1 0.364
H 1.3484 1.4175 0.2120 0.9 -1.5 0.2 0.282
H 2.3541 0.2226 -0.7061 0.2 0.1 -1.0 0.335
H -1.7050 -0.7162 -0.0967 1.4 0.7 0.4 0.287
H -0.9611 0.3174 2.2346 -0.8 0.7 -0.6 0.320
H -2.2981 1.3789 1.3874 1.3 -1.8 -0.5 0.321
H -0.7103 1.8375 1.4341 1.1 0.2 -0.5 0.324
H -0.4927 1.9584 -0.7585 -1.0 -1.9 -0.2 0.315
H -0.5205 0.7498 -1.9009 -1.2 0.5 1.8 0.232
```
Forces are in eV/Å.

Results
SMILES	CC(C)[C@@H](C)N
spin multiplicity	1
total charge	0
total energy	-6884.6214	eV
E_HOMO	-9.3	eV

---

LUMO, record by record: 0.0446, 0.0418, 0.0411, 0.0389 Eh